Entry 1:
A structure of composition C18H48INO9P2Si2, computed with ωB97M-V/def2-TZVPD.

Output
**Kohn-Sham gap**: 0.3719 Eh
**LUMO**: 0.53 eV
**Net charge**: 0
**HOMO level**: -9.6 eV

Last column: Löwdin charge in e.
CARTESIAN COORDINATES (ANGSTROEM)
C -2.524886 -1.895465 2.209384  -0.09
C -1.070264 -1.962161 2.760059  -0.28
C -1.039414 -1.222816 4.097375  -0.31
N 0.078792 -1.504356 5.010591  -0.14
Si 1.671781 -1.780319 4.432129  0.43
O 2.545129 -0.400309 4.149705  -0.41
Si 2.188488 0.695788 2.961331  0.53
C 3.223390 0.512488 1.394858  -0.31
C 4.054930 -0.768435 1.250263  -0.37
C 3.211949 -1.985832 0.840900  -0.71
I 3.372713 -2.498866 -1.209478  0.78
H -3.051111 -2.765841 2.597968  0.07
H -3.015936 -1.009598 2.615643  0.05
H -2.549675 -1.859749 1.124380  0.07
H -0.827875 -3.018895 2.860160  0.10
H -0.443258 -1.469120 2.014361  0.08
H -1.953109 -1.507853 4.625662  0.11
H -1.148254 -0.156444 3.885043  0.09
H -0.197038 -2.177778 5.710066  0.07
H 2.381650 -2.505163 5.505359  -0.02
H 1.745411 -2.649082 3.238235  -0.02
H 2.471653 2.034760 3.521881  -0.03
H 0.750771 0.699193 2.597962  -0.02
H 3.853928 1.399592 1.315194  0.07
H 2.529976 0.562298 0.547826  0.07
H 4.644090 -0.982112 2.142880  0.10
H 4.790913 -0.588127 0.464286  0.06
H 3.431038 -2.834232 1.480984  0.03
H 2.159651 -1.762418 1.009548  0.01
O -6.658249 3.145015 3.052274  -0.22
P -6.826442 1.712304 3.319643  0.43
O -7.727719 1.475091 4.626324  -0.17
C -8.732728 2.410290 5.026342  -0.27
C -10.098703 2.046937 4.481448  -0.07
O -5.407162 1.147837 3.817172  -0.19
C -4.232148 1.958377 3.791624  -0.28
C -4.006436 2.611148 5.139400  -0.07
O -7.135245 0.400992 2.483398  -0.16
C -8.419901 0.192325 1.872460  -0.26
C -8.803435 1.299593 0.912448  -0.08
H -8.460479 3.424775 4.731716  0.11
H -8.755141 2.383494 6.116113  0.12
H -10.111874 2.093588 3.390712  0.06
H -10.851405 2.739804 4.858682  0.08
H -10.378961 1.036102 4.780606  0.08
H -4.283955 2.700827 2.996403  0.11
H -3.400509 1.289394 3.561663  0.10
H -4.897941 3.147492 5.464974  0.08
H -3.170974 3.311238 5.096540  0.08
H -3.789294 1.855709 5.896052  0.08
H -9.173893 0.051317 2.649986  0.10
H -8.342792 -0.751889 1.335907  0.12
H -8.804076 2.275589 1.405160  0.06
H -9.799080 1.120647 0.506528  0.08
H -8.095000 1.352435 0.085653  0.09
O 6.799077 -1.845844 -6.872451  -0.22
P 6.621009 -0.419159 -6.579288  0.43
O 5.102742 0.033218 -6.843846  -0.17
C 4.014960 -0.882625 -6.696981  -0.27
C 3.404966 -0.810702 -5.312715  -0.08
O 7.393380 0.405925 -7.719934  -0.19
C 8.213563 -0.249744 -8.686842  -0.28
C 7.439572 -0.528334 -9.958217  -0.07
O 7.057067 0.597615 -5.443822  -0.16
C 6.520984 0.497513 -4.112349  -0.25
C 6.774339 -0.852044 -3.472465  -0.08
H 4.326895 -1.902535 -6.926468  0.11
H 3.270912 -0.597286 -7.441369  0.12
H 4.125078 -1.118943 -4.551774  0.04
H 2.537822 -1.468777 -5.243927  0.08
H 3.084568 0.205997 -5.081507  0.08
H 8.637868 -1.166078 -8.278236  0.11
H 9.043062 0.427406 -8.896082  0.12
H 6.517575 -1.068515 -9.741835  0.07
H 8.037575 -1.120553 -10.652146  0.08
H 7.161099 0.405994 -10.447721  0.08
H 5.456907 0.742936 -4.129828  0.10
H 7.013363 1.278799 -3.535572  0.12
H 6.364946 -1.666463 -4.076340  0.06
H 6.314098 -0.896431 -2.485092  0.06
H 7.844679 -1.030946 -3.366979  0.09

Forces on atoms 1 to 2 (eV/Å):
0.626 0.042 0.680
-1.075 0.360 -0.514



Entry 2:
A structure of composition C40H54BIrN8O2, computed with ωB97M-V/def2-TZVPD.

Output
**Kohn-Sham gap (alpha / beta)**: 0.1911 / 0.1488 Eh
**LUMO (alpha / beta)**: -4.28 / -5.43 eV
**Net charge**: +1
**Multiplicity**: 2
**⟨S²⟩**: 0.82
**HOMO level (alpha / beta)**: -9.5 / -9.5 eV

Last column: Löwdin spin population.
CARTESIAN COORDINATES (ANGSTROEM)
Ir 0.120998 -0.231277 -0.597201  0.02
O -1.932202 0.969023 -1.048501  0.33
C -2.411502 1.738923 -1.914401  0.04
C -3.511802 2.596223 -1.574601  0.15
C -4.048302 3.463323 -2.481701  -0.02
C -3.549202 3.529323 -3.790701  0.20
C -2.521102 2.696723 -4.173301  0.00
C -1.932502 1.800823 -3.273401  0.14
C -0.917002 0.921923 -3.752501  0.00
N -0.222502 0.076723 -3.085801  0.09
C 0.688698 -0.756177 -3.824501  0.01
C 2.020498 -0.852077 -3.078601  0.00
N 1.786298 -1.467577 -1.795701  -0.01
C 2.405798 -2.562977 -1.545801  0.00
C 2.379998 -3.348277 -0.357101  0.00
C 3.340998 -4.352277 -0.196101  0.00
C 3.430598 -5.078977 0.968599  0.00
C 2.527598 -4.834577 2.010199  0.00
C 1.559398 -3.881677 1.885699  0.00
C 1.423898 -3.104777 0.688499  0.00
O 0.479298 -2.284277 0.582599  0.00
H -3.899602 2.512823 -0.571601  0.01
H -4.869902 4.102323 -2.194201  0.00
H -3.982002 4.226423 -4.490501  0.01
H -2.142402 2.731423 -5.184701  0.00
H -0.754402 0.984323 -4.835001  0.00
H 0.854598 -0.381677 -4.845001  0.00
H 0.261498 -1.764577 -3.887401  0.00
H 2.428498 0.153223 -2.931101  0.00
H 2.734498 -1.428177 -3.682301  0.00
H 3.096998 -2.943877 -2.306001  0.00
H 4.040198 -4.538577 -0.997901  0.00
H 4.201198 -5.823577 1.085299  0.00
H 2.606398 -5.400477 2.925899  0.00
H 0.842998 -3.691977 2.668099  0.00
C -3.503802 -1.370377 3.460999  0.00
C -2.994802 -1.478877 2.070899  0.00
C -3.482002 -2.296277 1.065099  0.00
C -2.663002 -2.074477 -0.044001  0.00
N -1.757102 -1.158077 0.300499  0.01
N -1.945002 -0.798977 1.569099  0.00
B -1.077302 0.242623 2.297099  0.00
N -1.025202 1.578623 1.537599  0.00
N -0.175002 1.794023 0.524999  0.01
C -0.179602 3.093723 0.232699  0.00
C -1.072202 3.735323 1.094699  0.00
C -1.594902 2.739423 1.904499  0.01
C -2.596502 2.869023 2.990099  0.00
C 0.702298 3.766223 -0.779401  0.00
C 1.671098 4.684723 -0.021101  0.00
C 1.501898 2.741623 -1.580001  0.00
C -0.165102 4.611723 -1.720501  0.00
N 0.387698 -0.216377 2.442999  0.00
N 1.321498 -0.004277 1.498199  0.00
C 2.523598 -0.216177 2.039299  0.00
C 2.345498 -0.604077 3.370199  0.00
C 0.977798 -0.591377 3.588699  0.00
C 0.259798 -0.876577 4.855399  0.00
C 3.843898 0.174223 1.431299  0.00
C 4.995098 -0.501677 2.182999  0.00
C 3.944498 -0.176077 -0.048901  0.00
C 3.939698 1.699523 1.596399  0.00
C -2.783202 -2.722877 -1.396701  0.00
C -3.754202 -3.907577 -1.348201  0.00
C -3.310502 -1.691177 -2.403301  0.00
C -1.408302 -3.220077 -1.850301  0.00
H -4.347702 -2.044777 3.586499  0.00
H -3.830402 -0.357177 3.689999  0.00
H -2.730502 -1.641777 4.178699  0.00
H -4.317402 -2.961177 1.129399  0.00
H -1.521502 0.436423 3.369099  0.00
H -1.305602 4.778223 1.131499  0.00
H -2.975502 3.886923 3.021999  0.00
H -2.154702 2.640323 3.958499  0.00
H -3.421802 2.178923 2.826799  0.00
H 2.218198 4.124223 0.731299  0.00
H 1.129598 5.477423 0.484999  0.00
H 2.382698 5.130223 -0.710201  0.00
H 2.229898 2.248523 -0.941101  0.00
H 2.033798 3.233823 -2.390801  0.00
H 0.832198 1.992623 -2.001801  0.00
H -0.726002 5.353623 -1.158901  0.00
H -0.872302 3.988123 -2.260401  0.00
H 0.456698 5.133723 -2.442501  0.00
H 3.097398 -0.849877 4.088499  0.00
H 0.966698 -1.205677 5.611499  0.00
H -0.493402 -1.648577 4.712899  0.00
H -0.237702 0.022823 5.217399  0.00
H 4.850698 -1.579677 2.208799  0.00
H 5.064598 -0.130477 3.200299  0.00
H 5.937498 -0.291977 1.683899  0.00
H 4.067598 -1.248077 -0.176701  0.00
H 4.803598 0.322523 -0.492001  0.00
H 3.043698 0.142123 -0.566001  0.00
H 3.945098 1.971123 2.649299  0.00
H 3.080898 2.171523 1.126499  0.00
H 4.849298 2.077123 1.134599  0.00
H -4.770402 -3.574277 -1.159001  0.00
H -3.467602 -4.616877 -0.576901  0.00
H -3.746602 -4.425577 -2.304201  0.00
H -4.237002 -1.244777 -2.050201  0.00
H -3.504902 -2.173677 -3.358701  0.00
H -2.577602 -0.904177 -2.542801  0.00
H -1.075202 -4.047677 -1.227601  0.00
H -0.685502 -2.409877 -1.759001  0.00
H -1.454002 -3.555277 -2.884301  0.00

Forces on atoms 1 to 2 (eV/Å):
1.510 -1.840 3.275
-1.371 0.963 -1.216



Entry 3:
The ion C4H6NOS with charge +1, computed with ωB97M-V/def2-TZVPD.

Output
**Kohn-Sham gap**: 0.2983 Eh
**LUMO**: -5.53 eV
**Net charge**: +1
**HOMO level**: -13.6 eV

Last column: Löwdin charge in e.
CARTESIAN COORDINATES (ANGSTROEM)
C -2.694942 1.376053 -0.025217  -0.29
C -1.207929 -0.809694 -0.283081  -0.30
C 0.087005 0.971717 0.688726  0.05
C 1.134626 -0.878874 -0.268975  0.00
N -0.112341 -0.252304 -0.016621  -0.21
O 0.509196 2.114854 0.140835  0.12
S -2.901304 -0.218445 -0.069346  1.00
H -3.607455 1.773696 0.401077  -0.03
H -1.112415 -1.857821 -0.431045  0.11
H 1.958373 -0.115286 -0.100028  0.13
H 1.244262 -1.905364 0.160124  0.14
H 1.121565 -1.028698 -1.397608  0.15
H 0.405487 2.801049 0.788771  0.13

Forces on atoms 1 to 2 (eV/Å):
0.928 0.404 0.698
-2.530 -0.870 0.025



Entry 4:
A cluster of 8 separate species, C46H87F3O18 in total, computed with ωB97M-V/def2-TZVPD.

Output
**Kohn-Sham gap**: 0.2838 Eh
**SMILES**: Cc1cccc(C[C@@](O)(COC(F)(F)F)OC(=O)c2ccccc2)c1.COCCOC.COCCOC.COCCOC.COCCOC.COCCOC.COCCOC.COCCOC
**LUMO**: -0.52 eV
**Net charge**: 0
**HOMO level**: -8.2 eV

Last column: Löwdin charge in e.
CARTESIAN COORDINATES (ANGSTROEM)
C 5.296087 -1.752861 4.830034  -0.10
C 4.008685 -1.145221 4.052142  -0.20
C 4.035829 0.403728 3.840966  -0.06
C 2.834718 1.035913 3.097217  -0.06
C 1.655320 0.154402 2.631790  -0.02
C 1.576044 -1.400647 2.844870  -0.14
C 0.332205 -2.300755 2.401118  -0.06
C -1.065350 -1.840904 3.085249  -0.42
O -2.054541 -2.781737 2.560382  -0.01
C -1.050180 -1.903062 4.682753  -0.07
O -0.256083 -0.869002 5.324168  0.03
C -0.477086 -0.807143 6.713187  -0.45
F -1.283053 0.280450 7.125443  0.10
F 0.806993 -0.578828 7.310174  0.08
F -0.960135 -2.005060 7.287754  0.09
O -1.370504 -0.543063 2.517168  0.02
C -2.377281 0.154251 3.239497  -0.33
O -2.131046 1.351932 3.559058  0.08
C -3.806105 -0.405744 3.635727  -0.09
C -4.785848 -1.159186 2.702592  -0.01
C -6.169501 -1.578069 3.301173  -0.05
C -6.618390 -1.274748 4.771936  -0.05
C -5.616573 -0.554315 5.707877  -0.05
C -4.251593 -0.138213 5.121085  0.00
C 2.810065 -2.043392 3.577767  0.02
H 6.063113 -0.908176 5.014738  0.08
H 4.886430 -2.109471 5.847280  0.08
H 5.767519 -2.596932 4.223617  0.06
H 4.866669 1.093138 4.194463  0.10
H 2.768733 2.167739 2.910629  0.10
H 0.781520 0.679338 2.112039  0.09
H 0.208717 -2.142877 1.260844  0.14
H 0.547500 -3.413249 2.535949  0.13
H -2.787215 -2.890018 3.208029  0.09
H -2.127802 -1.983279 5.099723  0.14
H -0.558223 -2.913146 4.964547  0.17
H -4.505242 -1.373423 1.618030  0.11
H -6.936888 -2.135476 2.646640  0.08
H -7.650833 -1.562861 5.175123  0.09
H -5.839019 -0.278626 6.795061  0.10
H -3.525422 0.412175 5.820729  0.10
H 2.869565 -3.171654 3.807013  0.10
C -3.858930 3.440346 1.382271  -0.11
O -4.291329 4.299822 0.335538  -0.20
C -3.289788 5.244062 -0.035788  -0.19
C -2.595618 4.835023 -1.329972  -0.19
O -1.815018 3.655768 -1.147602  -0.20
C -2.453219 2.500782 -1.674700  -0.10
H -4.587024 2.632968 1.484062  0.09
H -2.881651 3.002011 1.168086  0.08
H -3.818433 3.993669 2.325835  0.09
H -2.562127 5.382270 0.771688  0.13
H -3.798812 6.200005 -0.196915  0.12
H -1.904897 5.631444 -1.625430  0.12
H -3.322402 4.702934 -2.138685  0.10
H -2.431634 2.530534 -2.768430  0.08
H -3.487557 2.418223 -1.331070  0.08
H -1.902672 1.621360 -1.335692  0.09
C 9.018378 -6.402814 2.142959  -0.11
O 8.165728 -7.296268 2.845231  -0.19
C 7.623537 -6.711449 4.027367  -0.20
C 6.174919 -6.283684 3.819023  -0.20
O 6.082807 -5.195979 2.900863  -0.21
C 5.653312 -5.612998 1.611848  -0.11
H 9.239894 -6.839385 1.167197  0.09
H 8.546857 -5.429291 1.989480  0.08
H 9.958372 -6.277667 2.690358  0.09
H 8.236705 -5.868200 4.364607  0.13
H 7.653588 -7.481138 4.805292  0.12
H 5.772233 -5.929434 4.773369  0.12
H 5.561833 -7.128824 3.488130  0.13
H 4.592332 -5.877716 1.641290  0.09
H 6.233211 -6.465070 1.248668  0.08
H 5.788885 -4.779696 0.920294  0.09
C 6.255792 -0.055379 1.646790  -0.11
O 6.895097 1.152972 2.038114  -0.20
C 8.306790 1.107084 1.843409  -0.20
C 8.718369 1.878997 0.594427  -0.20
O 8.251095 1.235715 -0.589641  -0.19
C 7.108724 1.878470 -1.138436  -0.11
H 5.179161 0.114913 1.640471  0.07
H 6.563894 -0.371529 0.646968  0.09
H 6.479398 -0.845252 2.371258  0.08
H 8.663350 0.071819 1.799820  0.13
H 8.763958 1.583578 2.716870  0.12
H 9.811312 1.897216 0.536376  0.12
H 8.366603 2.915179 0.642473  0.12
H 7.399158 2.832455 -1.588136  0.09
H 6.338742 2.049640 -0.382008  0.08
H 6.694914 1.234317 -1.916350  0.08
C -4.166951 4.591239 -6.014386  -0.11
O -5.016989 3.694144 -5.313631  -0.19
C -5.578644 4.283116 -4.142022  -0.20
C -7.029716 4.692365 -4.368852  -0.19
O -7.124703 5.771059 -5.297176  -0.19
C -7.535494 5.338952 -6.586904  -0.11
H -3.929931 4.148945 -6.984027  0.09
H -4.647741 5.557968 -6.181239  0.08
H -3.234156 4.731784 -5.457936  0.08
H -4.978400 5.136056 -3.805773  0.12
H -5.547903 3.520303 -3.357161  0.12
H -7.446193 5.049998 -3.421980  0.12
H -7.629441 3.837256 -4.698715  0.13
H -8.593580 5.062153 -6.566577  0.09
H -6.941919 4.490798 -6.937215  0.08
H -7.402149 6.168261 -7.283683  0.09
C 0.846414 3.502734 -3.255696  -0.11
O 1.685092 3.607013 -4.398184  -0.19
C 2.504098 2.453174 -4.574515  -0.20
C 1.959049 1.550421 -5.675256  -0.19
O 0.718799 0.957722 -5.292101  -0.19
C -0.394910 1.590711 -5.906655  -0.11
H 0.121701 4.318478 -3.288320  0.08
H 0.302573 2.555427 -3.237237  0.08
H 1.444843 3.604867 -2.344640  0.09
H 2.613325 1.902022 -3.633514  0.13
H 3.495422 2.809664 -4.872421  0.12
H 2.666090 0.731178 -5.840063  0.11
H 1.856284 2.100220 -6.617058  0.13
H -0.426854 1.336286 -6.970189  0.09
H -0.357032 2.676943 -5.791064  0.08
H -1.304394 1.221596 -5.429167  0.09
C 8.413877 -0.569226 -7.477952  -0.11
O 7.566099 -1.467376 -6.775983  -0.19
C 7.005584 -0.879338 -5.603880  -0.20
C 5.553634 -0.471844 -5.829221  -0.20
O 5.457502 0.608155 -6.758676  -0.21
C 5.045766 0.173226 -8.048082  -0.11
H 8.649973 -1.011233 -8.447886  0.09
H 7.931583 0.396900 -7.644105  0.08
H 9.347050 -0.427534 -6.923006  0.09
H 7.604898 -0.025577 -5.268245  0.13
H 7.038096 -1.641975 -4.819166  0.12
H 5.137404 -0.114464 -4.881743  0.12
H 4.954044 -1.327339 -6.158498  0.13
H 3.987742 -0.104281 -8.025616  0.08
H 5.639425 -0.675306 -8.397065  0.08
H 5.177432 1.000606 -8.747508  0.09
C -10.205601 -3.786173 4.171334  -0.11
O -10.595541 -2.427595 4.317175  -0.20
C -10.493616 -1.700029 3.094029  -0.20
C -11.860531 -1.506186 2.447028  -0.20
O -12.398017 -2.745848 1.991083  -0.19
C -13.402119 -3.251621 2.860374  -0.11
H -10.487006 -4.320982 5.080500  0.09
H -10.701067 -4.260688 3.321221  0.09
H -9.118781 -3.850981 4.050978  0.08
H -9.801148 -2.192865 2.402054  0.12
H -10.077539 -0.718224 3.342363  0.12
H -11.745137 -0.866447 1.566510  0.12
H -12.551542 -1.008920 3.136050  0.13
H -14.310516 -2.649269 2.769059  0.09
H -13.070011 -3.257580 3.901558  0.08
H -13.628165 -4.276571 2.561519  0.09

Forces on atoms 1 to 2 (eV/Å):
-1.391 0.601 -0.192
-1.283 1.733 -0.929